Molecular formula: C21H24BrN4SiTc
Method: DFT, ωB97M-V/def2-TZVPD

Properties
Molar mass: 538.44 g mol⁻¹
Charge: +3
2S+1: 4
Electronic energy: -108218.887 eV

Positions of all 52 atoms, in Å:
1 Tc 0.72 0.14 -0.46
2 C 1.92 2.33 -3.42
3 C 0.50 2.23 -3.01
4 C -0.55 2.80 -3.73
5 C -1.86 2.70 -3.28
6 C -2.17 2.02 -2.09
7 C -1.10 1.47 -1.44
8 N 0.19 1.58 -1.87
9 N -1.07 0.61 -0.31
10 Si -2.37 0.64 1.09
11 C -1.54 -0.31 2.44
12 C -3.82 -0.21 0.32
13 C -2.57 2.44 1.43
14 H 2.01 2.45 -4.50
15 H 2.50 1.45 -3.12
16 H 2.38 3.22 -2.97
17 H -0.33 3.33 -4.65
18 H -2.66 3.16 -3.85
19 H -3.18 1.90 -1.74
20 H -1.51 -1.38 2.23
21 H -2.13 -0.18 3.36
22 H -0.53 0.05 2.67
23 H -3.54 -1.02 -0.36
24 H -4.48 0.48 -0.20
25 H -4.40 -0.66 1.13
26 H -1.65 2.91 1.78
27 H -3.31 2.55 2.23
28 H -2.95 3.00 0.58
29 Br -2.54 -6.41 0.18
30 C -1.41 -4.94 0.32
31 C -1.20 -4.12 -0.78
32 C -0.36 -3.03 -0.67
33 C 0.28 -2.76 0.54
34 C 0.07 -3.57 1.65
35 C -0.77 -4.66 1.53
36 N 1.14 -1.62 0.60
37 C 2.21 -1.58 1.31
38 C 2.99 -0.34 1.32
39 C 4.15 -0.18 2.04
40 C 4.83 1.04 1.95
41 C 4.32 2.05 1.15
42 C 3.15 1.83 0.45
43 N 2.50 0.66 0.52
44 H -1.68 -4.35 -1.72
45 H -0.15 -2.42 -1.55
46 H 0.53 -3.34 2.60
47 H -0.95 -5.30 2.38
48 H 2.55 -2.44 1.88
49 H 4.53 -0.98 2.66
50 H 5.75 1.19 2.51
51 H 4.82 3.01 1.06
52 H 2.72 2.59 -0.18

Atom charges from the natural (NBO) analysis, given in e for atoms 1 to 6:
1 Tc 1.60
2 C -0.67
3 C 0.32
4 C -0.20
5 C -0.05
6 C -0.21